27
Properties=species:S:1:pos:R:3 method="wB97M-V/def2-TZVPD" homo_energy_ha=-0.318 total_charge=0 orbital_gap_ev=7.28 e_above_lowest_kcal_mol=0.0
Ru -0.01 -0.26 -0.25
S 2.28 0.12 -0.07
C 1.90 1.77 -0.36
S 0.16 1.84 -0.73
C 2.67 2.89 -0.28
C 4.05 2.80 0.09
N 5.15 2.72 0.39
C 2.11 4.18 -0.55
N 1.64 5.20 -0.77
N -4.06 -0.47 0.85
C -2.74 -0.32 0.74
O -2.19 -0.32 -0.38
C -1.89 -0.12 1.97
C -0.46 -0.53 1.65
H -4.61 -0.58 0.02
H -4.51 -0.47 1.75
H -2.31 -0.65 2.83
H -1.92 0.94 2.20
H -0.32 -1.63 1.62
H 0.27 -0.10 2.32
F -0.84 -2.74 -0.94
C -0.04 -1.82 -1.57
F -0.60 -1.48 -2.75
C 1.27 -2.57 -1.88
F 2.08 -1.84 -2.63
F 1.02 -3.71 -2.53
F 1.90 -2.88 -0.73